No. 1
Computed, not measured: C26H50N2O3P2Zr as an isolated structure, with wB97M-V/def2-TZVPD.

```
84
C26H50N2O3P2Zr, DFT wB97M-V/def2-TZVPD
Zr -0.43 0.20 -0.40
C -2.62 0.88 -0.49
O -3.69 1.36 -0.24
C 2.20 0.41 -0.60
O 3.26 -0.13 -0.42
P 0.23 2.38 -1.62
C 0.93 3.70 -0.50
H 1.25 4.55 -1.12
C 1.47 2.24 -3.00
H 2.16 1.47 -2.61
C -1.23 3.23 -2.39
H -1.91 3.43 -1.55
C -2.99 -2.35 -0.04
P -1.26 -2.09 0.60
H -1.60 -3.24 2.63
H -3.53 -1.49 0.37
C -0.42 -3.68 0.02
H -1.21 -4.44 0.09
C 0.92 1.71 -4.34
H 0.60 2.52 -5.00
H 0.09 1.01 -4.21
H 1.71 1.14 -4.86
C 2.31 3.53 -3.24
H 2.74 3.54 -4.25
H 3.14 3.61 -2.53
H 1.70 4.44 -3.14
C -0.92 4.60 -3.02
H -0.37 5.28 -2.35
H -1.86 5.11 -3.27
H -0.35 4.51 -3.96
C -1.98 2.32 -3.39
H -3.05 2.57 -3.37
H -1.92 1.25 -3.17
H -1.62 2.47 -4.41
C -0.13 4.21 0.50
H -0.66 5.07 0.09
H 0.35 4.52 1.45
H -0.89 3.47 0.78
C 2.19 3.19 0.22
H 1.93 2.43 0.95
H 2.67 4.01 0.78
H 2.93 2.74 -0.45
C -3.62 -3.63 0.54
H -3.27 -3.90 1.54
H -3.45 -4.49 -0.12
H -4.71 -3.51 0.61
C -3.15 -2.32 -1.56
H -2.59 -3.12 -2.04
C -0.31 -1.65 3.22
H -2.87 -1.37 -2.02
H -4.21 -2.47 -1.81
C -2.77 -1.40 2.88
H -0.33 -0.58 3.34
H -0.16 -2.08 4.22
H 0.57 -1.82 2.45
C -1.50 -2.16 2.46
H -2.67 -1.02 3.91
H -3.68 -2.02 2.85
H -2.96 -0.50 2.27
C 0.73 -4.19 0.91
H 1.60 -3.55 0.78
H 1.08 -5.21 0.66
H 0.47 -4.18 1.97
C 0.04 -3.65 -1.45
H -0.72 -3.25 -2.13
H 0.29 -4.66 -1.81
H 0.94 -3.03 -1.55
H -1.22 0.89 1.15
H -0.64 1.68 0.65
N 3.92 -3.00 4.34
C 3.64 -1.65 4.20
O 3.99 -0.86 5.09
C 2.85 -1.19 2.98
C 2.50 -1.92 1.89
C 1.22 -1.44 1.31
N 1.15 -0.01 1.19
C 1.44 0.75 2.25
C 2.34 0.13 3.09
H 4.33 -3.29 5.25
H 3.57 -3.68 3.74
H 3.20 -2.72 1.58
H 1.28 -1.86 0.25
H 0.90 1.64 2.44
H 2.68 0.66 3.95
```

Computed properties:
largest force on an atom	9.7	eV Å⁻¹
gap between HOMO and LUMO (alpha / beta)	3.29 / 3.29	eV
net charge	+4

Atomic partial charges in e from the Mulliken method, atoms 1 to 8:
1. Zr -2.68
2. C 0.51
3. O -0.16
4. C 0.18
5. O -0.16
6. P 1.39
7. C 0.49
8. H 0.93


No. 2
Computed, not measured: C54H51N4O3TaTe as an isolated structure, with wB97M-V/def2-TZVPD.

```
114
C54H51N4O3TaTe, DFT wB97M-V/def2-TZVPD
Ta -0.06 -0.33 -0.80
C 2.95 -3.63 5.18
C 2.35 -3.00 3.96
C 2.17 -3.70 2.78
C 1.64 -3.11 1.64
C 1.50 -3.96 0.43
O 0.97 -5.06 0.51
C 2.09 -3.48 -0.84
C 1.88 -4.24 -1.99
C 2.49 -3.89 -3.18
C 3.31 -2.78 -3.23
C 3.52 -2.00 -2.10
C 2.92 -2.35 -0.90
C 1.22 -1.76 1.67
O 0.67 -1.15 0.65
C 1.35 -1.08 2.90
C 1.93 -1.68 4.00
C 0.79 0.30 2.99
N 1.47 1.35 2.82
C 2.87 1.30 2.52
C 3.61 2.03 3.62
Te 2.67 3.95 3.95
C 1.01 3.40 5.16
C 0.87 2.19 5.82
C -0.28 1.93 6.54
C -1.30 2.86 6.62
C -1.15 4.08 5.98
C 0.00 4.35 5.26
C -0.65 0.37 3.27
C -1.43 -0.79 3.32
C -2.78 -0.70 3.57
C -3.38 0.52 3.78
C -2.62 1.68 3.72
C -1.27 1.60 3.46
H 3.42 -4.58 4.94
H 2.17 -3.82 5.92
H 3.69 -2.97 5.62
H 2.44 -4.75 2.72
H 1.25 -5.11 -1.91
H 2.34 -4.49 -4.07
H 3.80 -2.52 -4.16
H 4.16 -1.14 -2.13
H 3.14 -1.79 -0.01
H 2.04 -1.11 4.91
H 3.01 1.84 1.58
H 3.25 0.27 2.39
H 4.63 2.22 3.33
H 3.61 1.45 4.54
H 1.65 1.45 5.77
H -0.39 0.98 7.06
H -2.20 2.64 7.17
H -1.94 4.83 6.03
H 0.11 5.30 4.75
H -0.98 -1.76 3.17
H -3.37 -1.61 3.60
H -4.44 0.57 3.99
H -3.08 2.64 3.90
H -0.67 2.49 3.42
N -0.40 -1.43 -2.31
C -0.71 -2.35 -3.11
C -0.13 -2.43 -4.47
C -0.69 -3.24 -5.45
C -0.11 -3.32 -6.70
C 1.02 -2.57 -7.00
C 1.54 -1.71 -6.05
C 0.97 -1.63 -4.79
C -1.70 -3.39 -2.71
C -1.49 -4.74 -2.98
C -2.41 -5.69 -2.58
C -3.56 -5.30 -1.91
C -3.78 -3.95 -1.64
C -2.85 -3.01 -2.02
H -1.59 -3.81 -5.25
H -0.54 -3.97 -7.45
H 1.48 -2.65 -7.97
H 2.39 -1.10 -6.30
H 1.37 -0.97 -4.03
H -0.59 -5.05 -3.50
H -2.24 -6.73 -2.80
H -4.28 -6.04 -1.60
H -4.67 -3.65 -1.12
H -2.99 -1.96 -1.80
C -0.89 3.02 -0.39
N -1.92 3.07 -1.45
C -2.83 4.19 -1.33
C -1.93 2.15 -2.43
O -1.10 1.23 -2.47
N -2.95 2.14 -3.38
C -3.11 0.91 -4.13
C -3.42 3.30 -4.10
H -1.34 3.59 0.44
H 0.09 1.79 0.99
H -1.58 1.35 0.72
H -2.95 4.44 -0.28
H -3.80 3.96 -1.74
H -2.42 5.08 -1.82
H -2.69 0.08 -3.57
H -2.62 0.96 -5.11
H -4.18 0.74 -4.29
H -2.88 4.20 -3.80
H -4.49 3.45 -3.95
H -3.25 3.15 -5.17
C -0.65 1.62 0.21
C 0.35 3.78 -0.78
C 0.96 3.66 -2.03
C 2.04 4.46 -2.37
C 2.53 5.40 -1.47
C 1.95 5.51 -0.22
C 0.87 4.71 0.12
H 0.59 2.95 -2.74
H 2.50 4.37 -3.34
H 3.35 6.05 -1.75
H 2.33 6.22 0.49
H 0.42 4.81 1.10
```

Computed properties:
largest force on an atom	4.1	eV Å⁻¹
gap between HOMO and LUMO	5.45	eV

Atomic partial charges in e from the Mulliken method, atoms 1 to 8:
1. Ta 0.31
2. C -1.57
3. C 0.21
4. C -1.02
5. C 1.63
6. C -0.56
7. O -0.67
8. C 0.31